No. 1
Formula: C4H10O3
Source: the OMol25 dataset
Level of theory: ωB97M-V/def2-TZVPD

Structure (ORCA input):
```
! wB97M-V def2-TZVPD RIJCOSX def2/J DEFGRID3
* xyz 0 1
C 1.47 -3.16 0.79
C 0.52 -2.38 1.27
C 0.76 -0.95 1.52
C 1.36 -0.16 0.63
O 1.25 1.21 0.56
H 1.31 -4.22 0.59
H 2.45 -2.83 0.47
H -0.45 -2.82 1.45
H 0.23 -0.44 2.32
H 1.62 -0.59 -0.33
H 1.35 1.52 1.47
O -1.39 2.86 0.07
H -1.13 3.43 -0.65
H -0.60 2.54 0.52
O -3.04 2.20 -3.87
H -2.14 2.01 -3.59
H -3.59 1.77 -3.21
*
```

Values from the calculation:
Frontier orbital gap   9.4 eV
SMILES   C=C/C=C/O.O.O
Total energy   -384.05903 a.u.

No. 2
Formula: C4H9BO2
Source: the OMol25 dataset
Level of theory: ωB97M-V/def2-TZVPD

Structure (ORCA input):
```
! wB97M-V def2-TZVPD RIJCOSX def2/J DEFGRID3
* xyz 0 1
C -0.06 -1.30 -2.09
C 0.72 -0.12 -1.57
B 0.30 0.21 -0.13
O 0.43 1.49 0.41
C -0.14 1.46 1.73
C -0.53 -0.04 1.96
O -0.28 -0.73 0.74
H -1.10 -1.16 -1.93
H 0.10 -1.51 -3.15
H 0.23 -2.18 -1.52
H 0.53 0.81 -2.11
H 1.80 -0.27 -1.48
H -1.00 2.16 1.77
H 0.61 1.81 2.44
H 0.01 -0.50 2.79
H -1.61 -0.14 2.14
*
```

Values from the calculation:
Frontier orbital gap   11.0 eV
SMILES   CCB1OCCO1
Total energy   -333.22317 a.u.

Computed values of energy relative to the best compared isomer or geometry (same formula, charge and spin) (unit: kJ/mol) for the preceding records, in sequence: 237.85; 10.15.
Computed values of largest force on an atom (unit: eV Å⁻¹) for the preceding records, in sequence: 2.01; 1.87.